{"formula": "C3H12NO2", "method": "ωB97M-V/def2-TZVPD", "species": ["C", "O", "C", "C", "N", "H", "H", "H", "H", "H", "H", "H", "H", "H", "H", "H", "H", "O"], "positions_angstrom": [[0.19010, -0.21474, 0.88135], [-1.19082, -0.33448, 0.84391], [0.62664, 1.08887, 0.22055], [2.11479, 1.28236, -0.00769], [-0.04110, 1.20630, -1.16154], [0.47570, -0.16047, 1.95488], [0.74506, -1.12765, 0.60369], [-1.52423, -1.01167, 1.48340], [0.21497, 1.90343, 0.81163], [2.64867, 1.30926, 0.95180], [2.27536, 2.31533, -0.33261], [2.54410, 0.48280, -0.60627], [0.30054, 0.44871, -1.76315], [-1.05378, 1.06638, -1.12844], [0.21552, 2.09102, -1.61100], [-0.83296, -3.02453, 0.06502], [-2.16968, -3.03967, -0.72616], [-1.37475, -2.50216, -0.55000]], "atomic_forces_ev_per_a": [[0.7, 0.8, 0.8], [-0.3, -1.1, 0.0], [-0.2, 0.2, -0.8], [0.0, 0.3, 1.4], [0.2, -0.9, 0.3], [0.0, 0.0, 0.0], [-0.2, -0.2, -0.4], [-0.1, 0.2, -0.3], [-0.1, 0.1, 0.0], [-0.2, -0.4, 0.0], [0.1, -0.4, -0.7], [0.2, 0.3, -0.3], [0.2, 0.2, -0.2], [-0.1, 0.5, 0.0], [-0.3, 0.1, 0.0], [-0.2, -0.3, -0.2], [0.0, 0.1, 0.0], [0.3, 0.5, 0.4]], "mulliken_spin": [0.049, 0.577, 0.002, 0.003, 0.002, 0.064, 0.059, -0.017, 0.003, -0.001, 0.000, 0.001, 0.000, 0.000, 0.000, -0.009, -0.007, 0.274], "spin_multiplicity": 2, "gap_ev": [13.886, 6.228], "largest_force_ev_per_a": 1.39, "lumo_energy_ev": [-7.60, -14.17], "charge": 2, "e_tot_ha": -325.95843, "relative_energy_kcal_mol": 23.6}

{"formula": "C40H35F6N6O5PS3SiV", "method": "ωB97M-V/def2-TZVPD", "species": ["V", "N", "C", "C", "C", "C", "C", "C", "P", "C", "C", "C", "C", "C", "C", "C", "C", "C", "C", "C", "C", "H", "H", "H", "H", "H", "H", "H", "H", "H", "H", "H", "H", "H", "H", "H", "H", "O", "Si", "C", "C", "C", "C", "C", "C", "C", "C", "C", "C", "C", "C", "C", "C", "C", "C", "C", "C", "H", "H", "H", "H", "H", "H", "H", "H", "H", "H", "H", "H", "H", "H", "H", "F", "C", "F", "F", "S", "O", "O", "N", "S", "O", "O", "C", "F", "F", "F", "N", "C", "N", "N", "C", "N", "H", "H", "H", "H", "S"], "positions_angstrom": [[-0.79218, 0.28409, -1.45562], [0.88647, 2.30899, -0.98310], [0.65034, 3.20316, 0.06181], [1.19751, 4.49151, 0.01257], [1.03614, 5.37452, 1.06058], [0.33481, 4.99515, 2.20223], [-0.24508, 3.74112, 2.24106], [-0.13733, 2.84315, 1.17523], [-1.08454, 1.29009, 1.09865], [-2.79222, 1.69762, 1.63946], [-3.68165, 0.62194, 1.69836], [-5.02224, 0.81648, 1.98580], [-5.50915, 2.09820, 2.20244], [-4.64303, 3.17601, 2.12340], [-3.29633, 2.97889, 1.84265], [-0.43706, 0.25339, 2.46041], [-0.75470, -1.10389, 2.44200], [-0.24567, -1.96909, 3.39854], [0.60495, -1.48966, 4.38421], [0.94582, -0.14608, 4.39974], [0.43335, 0.71769, 3.44192], [1.42923, 2.67448, -1.75080], [1.16699, 1.36513, -0.70278], [1.76917, 4.78019, -0.86173], [1.47493, 6.36254, 0.99523], [0.22599, 5.67509, 3.03690], [-0.82589, 3.45040, 3.10871], [-3.33390, -0.38217, 1.48933], [-5.69104, -0.03448, 2.01300], [-6.56101, 2.25595, 2.40386], [-5.01453, 4.18410, 2.25892], [-2.65202, 3.84152, 1.75152], [-1.37559, -1.49844, 1.64709], [-0.49219, -3.02272, 3.35206], [1.02059, -2.16635, 5.12072], [1.63632, 0.23234, 5.14229], [0.74186, 1.75297, 3.44920], [0.81334, -0.36147, -0.42957], [2.19337, -1.16387, -0.28348], [3.46982, -0.71843, -1.58974], [3.11846, -0.76854, -2.94436], [4.04801, -0.48461, -3.93498], [5.35345, -0.15342, -3.59271], [5.72189, -0.09911, -2.25599], [4.78492, -0.37594, -1.26606], [3.01602, -0.75671, 1.37027], [3.55683, -1.73002, 2.21133], [4.20622, -1.38772, 3.39314], [4.33059, -0.05498, 3.75727], [3.79752, 0.93226, 2.93732], [3.14966, 0.57929, 1.76270], [1.97132, -3.03276, -0.37110], [3.02486, -3.88273, -0.71919], [2.85411, -5.26045, -0.76890], [1.61589, -5.81753, -0.47520], [0.55487, -4.99200, -0.12781], [0.74011, -3.61584, -0.07538], [2.09517, -0.99853, -3.22583], [3.74764, -0.51264, -4.97534], [6.07896, 0.06881, -4.36618], [6.73645, 0.16400, -1.98114], [5.08675, -0.32212, -0.22524], [3.46069, -2.77774, 1.94683], [4.61263, -2.16475, 4.03020], [4.83725, 0.21470, 4.67666], [3.88155, 1.97738, 3.21396], [2.74087, 1.36804, 1.14096], [3.99214, -3.45977, -0.97308], [3.68437, -5.89939, -1.04566], [1.47878, -6.89146, -0.51897], [-0.41722, -5.41319, 0.09867], [-0.07793, -2.97022, 0.20751], [-1.53481, 5.10208, -1.93333], [-2.66376, 4.39039, -1.99027], [-3.56700, 5.10402, -2.65849], [-3.09372, 4.20436, -0.74641], [-2.31936, 2.76566, -2.86305], [-2.29132, 1.80383, -1.74630], [-1.09943, 3.01098, -3.55869], [-3.50169, 2.52540, -3.83861], [-4.97312, 2.19456, -3.33422], [-5.87284, 2.32051, -4.43856], [-5.29420, 2.81256, -2.07768], [-4.95082, 0.35751, -2.95438], [-3.91412, -0.25210, -3.50932], [-4.92028, 0.15164, -1.63885], [-6.07291, -0.20216, -3.42776], [-1.23673, -3.79390, -2.90940], [-1.96305, -4.35075, -1.94872], [-2.14349, -5.70019, -1.99000], [-2.55558, -3.72658, -0.91729], [-2.26083, -2.44093, -0.90256], [-2.00491, -1.31939, -1.03059], [-0.66092, -4.39473, -3.47611], [-0.94722, -2.78641, -2.93249], [-2.09758, -6.15299, -2.88617], [-2.84034, -6.04802, -1.35292], [-0.44644, -0.46774, -3.42465]], "atomic_forces_ev_per_a": [[0.4, 0.1, 0.4], [-0.4, 0.0, 0.0], [0.0, 0.0, 0.0], [0.0, 0.0, 0.0], [0.0, 0.0, 0.0], [0.0, 0.0, 0.0], [0.0, 0.0, 0.0], [0.0, 0.0, -0.1], [-0.2, 0.0, -0.2], [0.0, 0.1, 0.0], [0.0, 0.0, 0.0], [0.0, 0.0, 0.0], [0.0, 0.0, 0.0], [0.0, 0.0, 0.0], [0.0, 0.0, 0.0], [0.1, 0.0, 0.0], [0.0, -0.1, 0.0], [0.0, 0.0, -0.1], [0.0, 0.0, 0.0], [-0.1, 0.0, 0.0], [-0.1, -0.1, 0.0], [0.0, 0.0, 0.0], [0.2, 0.0, 0.0], [0.0, 0.0, 0.0], [0.0, 0.0, 0.0], [0.0, 0.0, 0.0], [0.0, 0.0, 0.0], [0.0, 0.0, 0.0], [0.0, 0.0, 0.0], [0.0, 0.0, 0.0], [0.0, 0.0, 0.0], [0.0, 0.0, 0.0], [0.0, 0.0, 0.0], [0.0, 0.0, 0.0], [0.0, 0.0, 0.0], [0.0, 0.0, 0.0], [0.0, 0.0, 0.0], [-0.1, -0.1, 0.0], [0.0, 0.0, 0.1], [0.0, 0.0, 0.0], [0.0, 0.0, 0.0], [0.0, 0.0, 0.0], [0.0, 0.0, 0.0], [0.0, 0.0, 0.0], [0.0, 0.0, 0.0], [0.0, 0.0, 0.0], [0.0, 0.0, 0.1], [0.0, 0.0, 0.0], [0.0, 0.0, 0.0], [0.1, 0.0, 0.0], [0.1, 0.0, 0.0], [0.0, 0.0, 0.0], [0.0, 0.0, -0.1], [0.0, 0.0, 0.0], [0.0, 0.0, 0.0], [0.1, 0.0, 0.1], [0.1, -0.1, 0.1], [0.0, 0.0, 0.0], [0.0, 0.0, 0.0], [0.0, 0.0, 0.0], [0.0, 0.0, 0.0], [0.0, 0.0, 0.0], [0.0, 0.0, 0.0], [0.0, 0.0, 0.0], [0.0, 0.0, 0.0], [0.0, 0.0, 0.0], [0.0, 0.0, 0.0], [0.0, 0.0, 0.0], [0.0, 0.0, 0.0], [0.0, 0.0, 0.0], [0.1, 0.0, 0.0], [-0.1, 0.0, 0.0], [0.1, 0.0, 0.0], [-0.1, 0.0, 0.1], [0.1, 0.0, 0.0], [0.0, 0.1, -0.1], [0.1, -0.1, 0.1], [0.3, -0.1, 0.0], [-0.1, 0.0, 0.0], [-0.1, 0.0, -0.1], [0.0, 0.0, 0.1], [0.1, 0.0, 0.0], [-0.1, 0.0, -0.1], [0.0, 0.0, 0.0], [0.0, 0.0, -0.1], [0.1, 0.0, 0.0], [0.0, 0.0, 0.0], [0.5, 0.5, -0.1], [-0.5, 0.0, 0.6], [0.0, -0.1, -0.1], [0.6, 0.1, -0.6], [-0.3, 0.2, -0.5], [-0.2, -0.4, 0.7], [-0.1, 0.0, 0.0], [-0.4, -0.2, 0.1], [0.0, 0.0, 0.0], [0.0, 0.0, 0.0], [0.1, -0.2, -0.4]], "mulliken_spin": [2.061, 0.047, -0.007, 0.000, 0.000, 0.001, -0.006, -0.024, 0.087, -0.006, 0.009, 0.002, -0.001, 0.000, -0.002, -0.008, 0.001, 0.002, 0.000, 0.001, -0.001, -0.001, -0.009, 0.000, 0.000, 0.000, 0.000, -0.006, 0.000, 0.000, 0.000, 0.000, 0.004, 0.000, 0.000, 0.000, 0.000, -0.158, 0.048, 0.008, 0.012, -0.009, 0.001, 0.000, 0.000, 0.000, -0.001, 0.000, 0.000, 0.000, 0.002, 0.003, 0.000, 0.000, -0.001, 0.002, 0.000, -0.005, 0.000, 0.000, 0.000, 0.000, 0.000, 0.000, 0.000, 0.000, 0.000, 0.000, 0.000, 0.000, 0.000, 0.002, 0.000, -0.001, 0.000, 0.000, 0.006, 0.049, 0.003, -0.002, -0.001, 0.000, 0.000, 0.004, 0.004, 0.001, 0.000, 0.007, 0.009, 0.001, 0.003, 0.053, -0.065, 0.000, 0.006, 0.000, 0.000, -0.125], "spin_multiplicity": 3, "gap_ev": [6.248, 7.146], "largest_force_ev_per_a": 0.87, "lumo_energy_ev": [2.18, 2.17], "charge": -1, "e_tot_ha": -5618.90980, "relative_energy_kcal_mol": 0.0}

{"formula": "C4H2FNO", "method": "ωB97M-V/def2-TZVPD", "species": ["C", "C", "C", "C", "N", "O", "F", "H", "H"], "positions_angstrom": [[-0.10249, 0.93553, -0.54528], [0.96465, 0.17685, -0.18584], [-1.41663, 0.60199, -0.09054], [0.18400, -1.77064, 1.03063], [0.91626, -0.96384, 0.52161], [-0.29261, -2.67503, 1.55521], [-2.30729, 1.44199, -0.63582], [0.08100, 1.80653, -1.16672], [1.97312, 0.44661, -0.48325]], "atomic_forces_ev_per_a": [[0.0, 0.5, -0.3], [-0.5, 0.4, -0.3], [-0.1, -0.3, 0.1], [0.2, -0.1, 0.0], [0.7, 0.1, 0.0], [-0.7, -0.4, 0.3], [0.6, -0.2, 0.1], [0.0, 0.1, 0.0], [-0.1, 0.1, 0.0]], "nbo_charge": [-0.487, 0.173, 0.305, 0.934, -0.572, -0.446, -0.341, 0.220, 0.213], "spin_multiplicity": 1, "gap_ev": 8.002, "largest_force_ev_per_a": 0.85, "lumo_energy_ev": -1.09, "e_tot_ha": -383.36621, "relative_energy_kcal_mol": 42.2}